Here is a cluster of 8 separate species, C20H38Cl6O18 in total in a non-equilibrium geometry from the OMol25 dataset. Energies are from the ωB97M-V functional and the def2-TZVPD basis.

The geometry in XYZ format:
```
82
Properties=species:S:1:pos:R:3:forces:R:3:mulliken_charge:R:1
C -1.12861 0.05462 -8.33452 -1.282 -0.995 1.196 -0.666
O -0.82885 0.39583 -9.64947 0.365 1.506 -1.294 -0.307
C -1.63395 1.24944 -10.40124 -1.543 -1.482 3.048 0.786
O -2.77515 1.57673 -10.14277 1.059 -0.278 0.029 -0.563
O -0.94553 1.55718 -11.42242 1.324 1.079 -3.747 -0.291
C -1.61123 2.29880 -12.52231 -0.282 0.699 1.553 -0.627
H -1.73658 0.77812 -7.79138 -0.283 0.049 -0.404 0.310
H -0.29333 -0.15592 -7.66664 0.843 0.541 -0.774 0.262
H -1.60817 -0.92368 -8.36733 -0.616 0.104 0.153 0.264
H -0.95724 2.44343 -13.38223 0.123 -0.903 0.285 0.241
H -1.79321 3.30875 -12.15493 -0.061 0.013 0.181 0.294
H -2.59987 1.88489 -12.72077 0.355 -0.333 -0.222 0.298
C 6.53261 -0.81017 8.22850 0.928 0.810 0.222 -0.646
O 5.40006 0.05830 8.55431 0.810 -2.327 1.770 -0.303
C 4.98707 0.96225 7.74831 -1.899 1.186 -3.597 0.814
O 5.42052 1.16016 6.62000 -0.243 0.342 1.502 -0.589
O 3.81121 1.51118 8.23511 2.784 -0.870 1.261 -0.303
C 3.12391 2.50454 7.53496 -0.915 -0.278 -1.484 -0.652
H 6.80367 -1.34230 9.14034 -0.288 0.438 0.153 0.254
H 7.36686 -0.18390 7.91241 -0.037 0.115 0.183 0.302
H 6.48751 -1.58937 7.46762 -1.313 0.372 -0.322 0.298
H 3.63892 2.91653 6.66712 0.411 -0.138 0.203 0.335
H 2.76742 3.32084 8.16317 0.274 -0.302 0.326 0.238
H 2.28500 1.92518 7.14941 -0.513 0.653 -0.230 0.252
C 5.52601 -0.96747 0.36072 -1.088 -0.060 0.346 -0.590
O 5.66548 -0.41346 -0.95897 -1.258 -0.075 -1.317 -0.313
C 4.53839 -0.46533 -1.80950 -0.376 -0.821 0.013 0.758
O 3.53331 -1.18066 -1.68288 3.333 2.401 0.002 -0.544
O 4.68668 0.36577 -2.90497 -1.040 -1.552 1.392 -0.321
C 5.78427 1.20124 -3.25469 0.964 -0.470 1.130 -0.599
H 5.33924 -2.04066 0.39891 -0.213 0.016 -0.567 0.268
H 4.68278 -0.44382 0.81113 -0.009 -0.233 0.274 0.276
H 6.39613 -0.82405 1.00136 0.300 0.552 -0.727 0.252
H 5.52448 2.23988 -3.05015 -0.197 -0.032 -0.604 0.258
H 6.07695 0.93455 -4.27022 -0.376 0.503 -0.074 0.256
H 6.66176 1.00862 -2.63744 -0.058 -0.217 0.149 0.300
C -7.09558 -2.28149 -2.93757 -0.460 0.698 -0.379 -0.637
O -6.77375 -3.57462 -2.41933 -1.147 -0.632 -1.019 -0.273
C -7.61107 -4.59767 -2.82696 -2.603 2.298 0.242 0.749
O -8.69511 -4.48387 -3.42900 3.251 -0.164 1.040 -0.566
O -7.17044 -5.67040 -2.22673 1.320 -0.188 -0.185 -0.266
C -7.95276 -6.81478 -2.32573 -1.766 -1.145 0.895 -0.702
H -8.04235 -1.84243 -2.62301 -0.337 -0.714 0.502 0.293
H -7.18980 -2.29134 -4.02345 0.500 -0.090 -0.028 0.288
H -6.36581 -1.55691 -2.57625 0.408 -0.501 -0.239 0.245
H -8.94198 -6.61267 -1.91503 -0.296 0.314 -0.353 0.319
H -7.60097 -7.54932 -1.60130 0.718 -0.020 -0.483 0.254
H -8.09420 -7.21895 -3.32810 0.417 0.142 0.011 0.294
C -1.89175 -6.64818 1.85467 -0.469 -0.061 -0.618 -0.594
O -1.68532 -7.98893 2.19941 1.261 -2.857 1.181 -0.283
C -0.48151 -8.44750 2.61294 1.876 0.495 0.610 0.784
O 0.53272 -7.77488 2.81282 -2.127 -1.045 -0.580 -0.576
O -0.51784 -9.80580 2.81077 -0.594 1.293 -0.206 -0.306
C 0.71093 -10.50757 3.10342 0.036 -0.056 -1.307 -0.655
H -2.75188 -6.30846 2.43161 0.487 0.424 0.428 0.223
H -2.29973 -6.75024 0.84906 0.478 0.697 -0.332 0.221
H -0.95661 -6.09516 1.94283 -0.384 0.300 -0.055 0.341
H 0.46979 -11.56131 2.96339 -0.372 0.045 0.808 0.260
H 1.18788 -10.25966 4.05167 -0.394 0.044 -0.053 0.278
H 1.41488 -10.38843 2.27980 0.201 0.722 0.122 0.308
C -1.54608 9.11494 1.50909 -0.696 -1.286 -1.848 -0.682
O -1.73610 8.66975 2.83779 -0.880 0.112 0.655 -0.295
C -2.85540 7.95660 3.13062 -2.465 -0.354 -0.925 0.795
O -3.75458 7.50302 2.37148 3.599 1.635 2.416 -0.571
O -2.88376 7.90152 4.49087 0.228 0.171 -0.610 -0.288
C -3.91086 7.11065 5.06237 -0.633 -1.318 0.142 -0.647
H -1.36417 10.15875 1.25324 0.215 0.274 1.420 0.277
H -2.45751 8.89450 0.95340 0.046 -0.278 -0.156 0.321
H -0.73637 8.51853 1.08865 0.010 0.096 -0.081 0.257
H -4.91428 7.43851 4.79080 0.187 -0.119 -0.474 0.283
H -3.92879 7.03529 6.14962 0.844 1.100 0.117 0.262
H -3.71182 6.06571 4.82448 -0.454 -0.037 -0.658 0.287
C -0.86794 1.24284 0.75470 -0.282 0.328 0.532 0.051
Cl 0.24875 2.54211 1.26126 -0.071 -0.618 -0.130 -0.112
Cl -1.23386 1.44302 -0.96419 -0.303 -0.096 0.487 -0.104
Cl -2.28840 1.30017 1.88531 0.419 -0.065 -0.915 -0.132
H -0.45526 0.24253 0.88583 0.254 0.450 0.018 0.295
C 6.16866 5.86782 1.84548 0.222 -1.252 -0.130 0.098
Cl 7.93842 5.46408 1.76750 -0.893 0.518 0.242 -0.133
Cl 5.62964 6.54556 0.30827 0.086 0.084 0.301 -0.115
Cl 5.66541 6.78630 3.24292 0.363 0.511 0.029 -0.109
H 5.66805 4.91232 2.00207 0.217 0.129 -0.439 0.260
```
Forces are in eV/Å.

The charge is 0. For the LUMO energy, the calculation gives 0.0027 Eh. As for the gap between HOMO and LUMO: 10.69 eV. The value obtained for the HOMO energy is -0.3903 Eh. As for the SMILES: COC(=O)OC.COC(=O)OC.COC(=O)OC.COC(=O)OC.COC(=O)OC.COC(=O)OC.ClC(Cl)Cl.ClC(Cl)Cl.